# 1
{"formula": "C2N4O", "method": "wB97M-V/def2-TZVPD", "symbols": ["O", "N", "N", "N", "N", "C", "C"], "xyz": [[-0.0044, -2.8302, 0.8013], [-1.4935, 1.0059, -0.7982], [0.9501, 0.5690, 0.1701], [-0.6137, 1.7317, -0.7099], [0.6157, 1.7296, -0.2698], [0.2415, -0.4786, 0.2074], [0.2260, -1.7153, 0.5697]], "multiplicity": 3, "homo_ev": [-7.8, -10.1], "s_squared": 2.05, "charge": 0, "relative_energy_kcal_mol": 0.0, "gap_ev": [6.08, 7.01]}

# 2
{"formula": "C2O2S", "method": "wB97M-V/def2-TZVPD", "symbols": ["S", "O", "O", "C", "C"], "xyz": [[-0.7976, 0.0673, 0.3423], [-1.3543, 1.2110, -0.2985], [-1.1053, -1.3711, -0.2203], [1.0586, 0.0743, 0.2459], [2.1986, 0.0185, -0.0695]], "homo_ev": [-11.0, -11.8], "charge": 0, "relative_energy_kcal_mol": 191.5, "gap_ev": [7.17, 8.58]}

# 3
{"formula": "C2O3S2", "method": "wB97M-V/def2-TZVPD", "symbols": ["S", "S", "O", "O", "O", "C", "C"], "xyz": [[1.3115, -0.2946, -0.4502], [-1.9184, -0.7747, 0.7539], [0.5055, -1.0256, -1.3049], [-0.5638, 1.2137, 0.0161], [0.7691, -0.2165, 1.1099], [-0.4523, 0.0125, 0.7717], [0.3484, 1.0853, -0.8963]], "homo_ev": -9.8, "charge": 0, "relative_energy_kcal_mol": 59.5, "gap_ev": 8.50}

# 4
{"formula": "C2O3S2", "method": "wB97M-V/def2-TZVPD", "symbols": ["S", "S", "O", "O", "O", "C", "C"], "xyz": [[-1.1734, -0.4026, 0.7407], [1.7273, 1.6185, 0.9886], [-2.6557, -0.3652, 0.7180], [-0.7712, -2.1030, 0.3798], [1.8595, 1.3071, -1.6529], [-0.8144, -1.4693, -0.6731], [1.8279, 1.4145, -0.5010]], "homo_ev": -9.7, "smiles": "O=S1#CO1.O=C=S", "charge": 0, "relative_energy_kcal_mol": 0.0, "gap_ev": 9.40}

# 5
{"formula": "C30H15BeF19GeN2S", "method": "wB97M-V/def2-TZVPD", "symbols": ["Ge", "S", "F", "F", "F", "F", "F", "F", "F", "F", "F", "F", "F", "F", "F", "F", "F", "F", "F", "F", "F", "N", "N", "C", "C", "C", "C", "C", "C", "C", "C", "C", "C", "C", "C", "C", "C", "C", "C", "C", "C", "C", "C", "C", "C", "C", "C", "C", "C", "C", "C", "C", "C", "Be", "H", "H", "H", "H", "H", "H", "H", "H", "H", "H", "H", "H", "H", "H", "H"], "xyz": [[-0.2497, -0.3396, 3.9696], [-0.6843, -1.0755, 1.9890], [2.7466, 0.5612, 4.7746], [-1.6291, -1.6933, -0.8535], [-0.1953, 1.0109, 6.7408], [-3.9207, -2.2685, -2.1833], [-5.4298, -0.3434, 4.7328], [-5.3469, -1.9937, 6.8829], [-0.6762, -1.9586, 6.7861], [0.7712, 5.4580, 5.6219], [-3.1075, 0.4022, 3.5286], [2.2057, -4.8236, 5.1924], [4.8190, -0.9366, 5.6287], [0.1178, -3.3159, 4.3577], [-2.9676, -2.7995, 7.8966], [0.9058, 4.7733, 2.9920], [4.5505, -3.6277, 5.8400], [0.2238, 3.5727, 7.4913], [0.4470, 2.2246, 2.2443], [-4.0914, 2.1576, -3.7445], [-1.9270, 2.7922, -2.3168], [-0.5896, 0.7492, -0.7589], [1.7640, 0.0059, -0.0809], [3.6556, -1.5171, 5.3345], [0.3578, 1.7925, -1.1350], [0.0410, 1.9345, 5.8016], [-3.4366, -1.0209, -2.2161], [-1.7297, 0.5690, -1.4884], [-3.5122, 1.2033, -3.0047], [2.7217, -0.1453, 1.0516], [3.5233, -2.8912, 5.4382], [0.6154, 3.8565, 3.9134], [0.3765, 2.5446, 3.5514], [0.2688, 3.2381, 6.2049], [1.5638, -0.6666, -2.5643], [2.5739, -0.7642, 4.9115], [-2.3808, 1.5245, -2.2767], [-4.0682, -0.0586, -2.9828], [0.0806, 1.5591, 4.4691], [-3.0016, -2.0225, 6.8153], [-3.0698, -0.4089, 4.5944], [1.2652, -2.7163, 4.6911], [0.5530, 4.2043, 5.2523], [-2.2993, -0.7170, -1.5076], [-4.2591, -0.7779, 5.1932], [1.3523, -1.3352, 4.6073], [2.2492, -0.8312, -1.2150], [2.3232, -3.5007, 5.1084], [-1.8290, -1.6097, 6.2068], [2.9370, -1.5786, 1.5197], [-1.8357, -0.8274, 5.0644], [1.6937, 1.4470, -0.4488], [-4.2188, -1.6111, 6.2989], [0.0512, -0.1870, 0.3464], [-4.9567, -0.2831, -3.5532], [3.3181, -0.6228, -1.3410], [3.5290, -1.5572, 2.4351], [0.0361, 2.7799, -0.7953], [0.4643, 1.8433, -2.2209], [1.9920, -1.4123, -3.2344], [1.7455, 0.3106, -3.0075], [2.1332, -1.8711, -0.9144], [3.4810, -2.1775, 0.7918], [1.7583, 2.0180, 0.4754], [0.4915, -0.8443, -2.5068], [2.5451, 1.7232, -1.0776], [1.9823, -2.0586, 1.7395], [3.6799, 0.3004, 0.7610], [2.3279, 0.4342, 1.8867]], "homo_ev": -8.2, "charge": 0, "gap_ev": 8.20}

# 6
{"formula": "C30H17F5HgN4O7PS", "method": "wB97M-V/def2-TZVPD", "symbols": ["Hg", "S", "P", "F", "F", "F", "F", "F", "O", "O", "O", "O", "O", "O", "O", "N", "N", "N", "N", "C", "C", "C", "C", "C", "C", "C", "C", "C", "C", "C", "C", "C", "C", "C", "C", "C", "C", "C", "C", "C", "C", "C", "C", "C", "C", "C", "C", "C", "C", "H", "H", "H", "H", "H", "H", "H", "H", "H", "H", "H", "H", "H", "H", "H", "H", "H"], "xyz": [[1.1448, 1.8410, 0.6970], [3.2382, 1.0767, 1.4113], [-1.4615, 2.4170, -0.9639], [5.0455, 0.2262, 3.2908], [5.0305, -1.8817, 5.0230], [3.3958, -5.1716, 4.7533], [0.0023, -3.5735, 3.1586], [-0.2529, -1.1348, 2.0492], [1.3299, -2.2891, 5.6241], [4.6261, -5.1052, -1.0770], [1.9794, -5.4035, 4.3656], [1.5751, -0.3095, 3.1294], [2.0312, -1.2003, -1.9208], [4.2835, -6.2513, 0.7046], [0.8988, -0.2767, -0.2741], [4.1682, -5.2343, 0.0500], [-0.4316, 2.9449, 0.0708], [1.7709, -2.6206, 4.5224], [1.7792, -1.1138, -0.6959], [1.0823, -2.8024, 3.2300], [-4.8848, 0.6132, 0.4477], [-2.3706, 5.0287, -0.8521], [4.0381, -1.6741, 4.1474], [3.0915, -4.1705, 1.9404], [-2.4659, 3.8278, -1.5458], [-4.0540, 4.8377, -3.0526], [0.9572, 1.5470, -4.1035], [-3.1186, 6.1283, -1.2527], [-0.8390, 1.6671, -2.5022], [-1.5204, 0.6787, -3.2057], [0.3997, 2.1009, -2.9645], [2.3984, -1.9370, 0.2069], [-3.9618, 6.0333, -2.3508], [-3.3070, 3.7400, -2.6516], [3.4503, -4.0885, 0.6381], [3.1284, -3.0242, -0.2483], [2.9510, -2.5962, 3.9439], [-3.1144, -1.0141, 0.4409], [2.8406, -0.4020, 2.3800], [2.2557, -1.6929, 1.6605], [0.2776, 0.5553, -4.7948], [-0.9631, 0.1261, -4.3498], [-2.2538, -0.0784, -0.1107], [0.9895, -1.4113, 2.4857], [-2.7027, 1.2140, -0.3823], [-4.0215, 1.5551, -0.0978], [2.4773, -2.9749, 2.5512], [-4.4314, -0.6701, 0.7182], [4.0137, -0.6371, 3.3188], [-5.1016, -1.4013, 1.1535], [-3.3717, 2.8100, -3.2045], [0.9382, 2.8527, -2.3996], [1.9411, 1.8576, -4.4283], [-2.4725, 0.3117, -2.8415], [3.3184, -3.1229, -1.3026], [-1.2269, -0.3538, -0.3265], [-3.0404, 7.0619, -0.7089], [-4.7046, 4.7631, -3.9156], [3.2474, -5.0277, 2.5798], [-2.7461, -2.0070, 0.6654], [-1.6926, 5.0724, -0.0081], [-1.4842, -0.6658, -4.8738], [0.7317, 0.0925, -5.6618], [-4.3782, 2.5588, -0.2943], [-5.9097, 0.8866, 0.6691], [-4.5436, 6.8917, -2.6652]], "multiplicity": 2, "homo_ev": [-1.4, -2.0], "s_squared": 0.82, "charge": -2, "relative_energy_kcal_mol": 143.2, "gap_ev": [5.06, 5.72]}